Record 1
The following is a quantum chemistry calculation of C48H54As2N2O2PdS2Si as an isolated structure at a distorted geometry, from the Open Molecules 2025 dataset.

Calculated values
- ΔE to the lowest compared entry with this formula, charge and spin (kJ/mol) = 384.9
- highest occupied orbital energy (spin up / spin down) (eV) = -12.8 / -13.3
- frontier orbital gap (spin up / spin down) (eV) = 6.144 / 6.205
- lowest unoccupied orbital energy (spin up / spin down) (eV) = -6.700 / -7.090

```
! wB97M-V def2-TZVPD RIJCOSX def2/J DEFGRID3
* xyz 2 1
Pd -0.10 -0.08 -0.06
S 0.78 -1.73 1.39
C 1.27 -3.05 0.45
N 1.95 -4.05 0.94
C 2.31 -5.17 0.06
C 1.15 -5.47 -0.84
N 0.80 -4.25 -1.59
C 0.46 -4.44 -3.01
C 1.68 -4.79 -3.82
C 1.76 -6.03 -4.45
C 2.88 -6.35 -5.21
C 3.92 -5.45 -5.32
C 3.86 -4.22 -4.68
C 2.74 -3.89 -3.93
C 0.88 -3.09 -1.00
S 0.62 -1.62 -1.76
C 2.31 -4.18 2.37
C 1.51 -5.31 2.98
C 0.13 -5.17 3.12
C -0.62 -6.22 3.65
C 0.01 -7.40 4.03
C 1.38 -7.53 3.90
C 2.13 -6.49 3.36
H 2.55 -6.03 0.68
H 3.19 -4.90 -0.53
H 0.28 -5.79 -0.25
H 1.40 -6.25 -1.55
H -0.01 -3.52 -3.37
H -0.28 -5.24 -3.06
H 0.94 -6.73 -4.37
H 2.93 -7.31 -5.71
H 4.79 -5.70 -5.92
H 4.67 -3.52 -4.77
H 2.69 -2.92 -3.44
H 2.11 -3.24 2.86
H 3.38 -4.39 2.42
H -0.37 -4.25 2.83
H -1.69 -6.11 3.77
H -0.57 -8.21 4.44
H 1.88 -8.44 4.20
H 3.21 -6.59 3.27
C -2.28 2.47 0.83
C -3.03 1.14 0.82
As -2.03 -0.14 1.88
C -2.83 -1.85 1.45
C -2.88 -2.25 0.11
C -3.31 -3.52 -0.23
C -3.69 -4.42 0.77
C -3.62 -4.03 2.10
C -3.17 -2.76 2.44
C -2.63 0.22 3.67
C -1.75 0.70 4.64
C -2.25 1.06 5.88
C -3.61 0.93 6.15
C -4.47 0.43 5.18
C -3.99 0.07 3.93
As -0.34 2.24 0.60
C 0.32 3.75 -0.30
C -0.34 4.19 -1.45
C 0.06 5.37 -2.04
C 1.13 6.09 -1.50
C 1.82 5.61 -0.39
C 1.43 4.42 0.21
C 0.35 2.38 2.39
C -0.05 3.47 3.16
C 0.43 3.62 4.45
C 1.34 2.70 4.96
C 1.76 1.63 4.18
C 1.26 1.46 2.90
H -2.36 2.99 1.79
H -2.66 3.13 0.05
H -3.04 0.74 -0.18
H -4.05 1.25 1.18
H -2.60 -1.55 -0.67
H -3.37 -3.81 -1.27
H -4.04 -5.41 0.51
H -3.91 -4.73 2.88
H -3.11 -2.47 3.49
H -0.69 0.78 4.43
H -1.58 1.44 6.64
H -4.00 1.22 7.12
H -5.53 0.32 5.40
H -4.66 -0.32 3.18
H -1.16 3.62 -1.86
H -0.45 5.74 -2.92
H 1.44 7.02 -1.96
H 2.66 6.16 0.00
H 1.96 4.04 1.07
H -0.74 4.21 2.76
H 0.11 4.46 5.05
H 1.72 2.82 5.97
H 2.50 0.94 4.57
H 1.61 0.65 2.27
C 2.68 0.76 -1.00
O 1.68 1.08 -0.06
H 3.31 1.65 -1.12
H 2.30 0.51 -1.99
H 3.30 -0.07 -0.65
C -1.82 2.28 -3.77
Si -2.05 0.67 -2.87
C -3.87 0.48 -2.50
C -1.55 -0.67 -4.06
O -1.16 0.76 -1.47
H -2.31 2.23 -4.75
H -0.76 2.49 -3.93
H -2.27 3.11 -3.22
H -4.41 0.38 -3.45
H -4.26 1.36 -1.99
H -4.11 -0.40 -1.90
H -2.14 -0.55 -4.98
H -1.74 -1.68 -3.67
H -0.49 -0.60 -4.33
*
```

Mulliken atomic charge list, values in e, 8 entries: 3.146 -0.526 -0.063 0.164 -0.825 -0.797 0.277 -1.017


Record 2
The following is a quantum chemistry calculation of C48H55F9NO4PSSiW as an isolated structure, from the Open Molecules 2025 dataset.

Calculated values
- ΔE to the lowest compared entry with this formula, charge and spin (kJ/mol) = 0.0
- highest occupied orbital energy (spin up / spin down) (eV) = -7.0 / -8.3
- frontier orbital gap (spin up / spin down) (eV) = 6.552 / 7.679
- lowest unoccupied orbital energy (spin up / spin down) (eV) = -0.493 / -0.630
- ⟨S²⟩ = 2.018

```
! wB97M-V def2-TZVPD RIJCOSX def2/J DEFGRID3
* xyz 0 3
W 0.39 1.29 -0.14
C -2.26 -0.06 3.10
C -2.56 1.10 3.80
C -1.98 2.29 3.42
C -1.07 2.32 2.37
N -0.79 1.18 1.69
C -1.39 0.03 2.04
C -0.26 3.46 1.95
C -0.30 4.67 2.65
C 0.63 5.66 2.36
C 1.61 5.40 1.41
C 1.62 4.21 0.71
C 0.67 3.20 0.92
H -2.69 -1.01 3.36
H -3.25 1.08 4.63
H -2.21 3.21 3.95
H -1.15 -0.83 1.42
H -1.05 4.85 3.41
H 0.61 6.60 2.89
H 2.37 6.15 1.21
H 2.40 4.07 -0.03
C -4.36 0.94 0.45
C -4.12 -0.33 -0.36
C -4.88 -0.29 -1.68
C -4.55 -1.54 0.45
O -2.70 -0.38 -0.58
Si -1.81 -1.35 -1.57
S 0.20 -1.05 -1.06
O -2.28 -2.92 -1.31
C -1.77 -4.06 -0.64
C -2.89 -5.10 -0.68
C -1.44 -3.71 0.81
C -0.53 -4.59 -1.35
O -2.23 -1.02 -3.11
C -1.99 -1.70 -4.35
C -2.95 -2.88 -4.45
C -0.54 -2.18 -4.43
C -2.27 -0.70 -5.45
H -5.42 1.20 0.46
H -3.81 1.77 0.02
H -4.04 0.81 1.49
H -5.95 -0.17 -1.47
H -4.74 -1.22 -2.23
H -4.55 0.54 -2.30
H -5.62 -1.47 0.68
H -4.01 -1.60 1.39
H -4.38 -2.46 -0.11
H -3.77 -4.74 -0.16
H -2.56 -6.03 -0.22
H -3.16 -5.31 -1.72
H -2.31 -3.26 1.29
H -0.61 -3.00 0.83
H -1.15 -4.60 1.37
H -0.78 -4.87 -2.38
H -0.16 -5.49 -0.84
H 0.26 -3.85 -1.36
H -2.82 -3.56 -3.61
H -2.79 -3.42 -5.38
H -3.98 -2.52 -4.44
H -0.33 -2.93 -3.66
H 0.14 -1.34 -4.28
H -0.35 -2.63 -5.40
H -3.28 -0.29 -5.34
H -2.19 -1.17 -6.43
H -1.56 0.13 -5.41
C 4.46 -1.36 3.45
C 3.55 -0.24 3.91
C 3.60 0.06 5.27
C 2.84 1.06 5.85
C 2.01 1.83 5.05
C 1.94 1.54 3.69
C 2.67 0.51 3.11
P 2.40 0.31 1.30
C 2.67 -1.47 0.95
C 3.47 -1.80 -0.15
C 3.64 -3.11 -0.53
C 3.01 -4.12 0.18
C 2.22 -3.80 1.27
C 2.02 -2.48 1.67
C 1.15 -2.22 2.87
C 3.82 1.17 0.58
C 5.09 1.23 1.16
C 6.11 1.92 0.54
C 5.86 2.57 -0.67
C 4.60 2.53 -1.23
C 3.56 1.83 -0.61
C 2.19 1.83 -1.20
H 5.36 -1.36 4.06
H 4.76 -1.29 2.41
H 3.98 -2.34 3.58
H 4.28 -0.52 5.90
H 2.92 1.26 6.91
H 1.43 2.64 5.46
H 1.31 2.16 3.07
H 3.95 -1.01 -0.72
H 4.25 -3.35 -1.39
H 3.13 -5.16 -0.11
H 1.71 -4.59 1.82
H 0.32 -2.92 2.90
H 0.75 -1.21 2.89
H 1.72 -2.34 3.80
H 5.28 0.75 2.12
H 7.09 1.97 1.00
H 6.66 3.12 -1.16
H 4.40 3.05 -2.16
H 2.12 1.04 -1.96
H 2.03 2.76 -1.73
F -3.12 3.20 -1.78
C -2.46 2.89 -2.90
F -2.88 3.73 -3.84
F -2.81 1.66 -3.24
C -0.91 2.93 -2.63
O -0.67 2.03 -1.65
C -0.53 4.40 -2.25
F -1.16 4.77 -1.13
F 0.78 4.56 -2.03
F -0.87 5.26 -3.21
C -0.16 2.51 -3.97
F -0.95 2.59 -5.04
F 0.91 3.27 -4.22
F 0.25 1.25 -3.87
*
```

Mulliken atomic charge list, values in e, 8 entries: 0.118 -1.369 -1.250 -0.774 0.784 0.958 0.133 -0.423


Record 3
The following is a quantum chemistry calculation of a 8-piece molecular cluster, C48H56BrNO4P2S overall at a distorted geometry, from the Open Molecules 2025 dataset.

Calculated values
- highest occupied orbital energy (eV) = -8.3
- frontier orbital gap (eV) = 8.040
- lowest unoccupied orbital energy (eV) = -0.260
- SMILES string = C[C@@H](Br)CN(C(=O)OP(C)C)P(O)(O)=S.c1ccccc1.c1ccccc1.c1ccccc1.c1ccccc1.c1ccccc1.c1ccccc1.c1ccccc1

```
! wB97M-V def2-TZVPD RIJCOSX def2/J DEFGRID3
* xyz 0 1
C 6.16 2.76 2.03
C 6.26 1.24 1.41
Br 5.93 -0.19 2.81
C 5.27 1.01 0.07
N 3.98 1.79 0.16
C 2.76 0.91 0.24
O 2.70 -0.30 0.85
O 1.46 1.37 -0.34
P 0.43 1.55 1.06
C -0.58 3.17 1.03
C -0.92 0.15 1.12
P 3.86 3.07 -1.08
O 5.43 3.89 -1.11
O 3.63 2.45 -2.71
S 2.56 4.49 -0.62
H 5.08 3.19 2.12
H 6.59 2.70 3.14
H 6.86 3.54 1.47
H 7.39 1.09 1.07
H 5.95 1.35 -0.85
H 5.15 -0.15 -0.02
H -1.65 2.90 0.56
H -0.14 4.03 0.37
H -0.81 3.59 2.13
H -1.72 0.52 1.90
H -1.49 0.08 0.08
H -0.50 -0.87 1.50
H 5.54 4.43 -0.28
H 4.20 3.05 -3.32
C 0.93 6.49 -4.11
C 0.73 5.27 -3.46
C -0.32 4.44 -3.84
C -1.17 4.82 -4.88
C -0.98 6.04 -5.53
C 0.08 6.87 -5.15
H 1.75 7.13 -3.82
H 1.39 4.98 -2.65
H -0.48 3.49 -3.33
H -1.99 4.17 -5.18
H -1.64 6.34 -6.33
H 0.23 7.82 -5.66
C -3.31 1.27 6.67
C -2.04 1.31 6.11
C -1.81 2.05 4.95
C -2.86 2.75 4.35
C -4.14 2.70 4.91
C -4.37 1.96 6.07
H -3.49 0.70 7.58
H -1.22 0.77 6.58
H -0.82 2.09 4.51
H -2.69 3.33 3.45
H -4.96 3.23 4.44
H -5.36 1.92 6.51
C 3.34 -4.05 -0.35
C 3.80 -3.03 0.49
C 4.80 -3.29 1.43
C 5.34 -4.57 1.53
C 4.88 -5.59 0.69
C 3.88 -5.33 -0.25
H 2.57 -3.85 -1.08
H 3.37 -2.04 0.41
H 5.15 -2.50 2.08
H 6.12 -4.78 2.25
H 5.30 -6.59 0.77
H 3.53 -6.13 -0.90
C -3.72 -0.24 -5.62
C -2.73 0.22 -6.50
C -1.57 0.80 -5.99
C -1.40 0.93 -4.62
C -2.39 0.48 -3.74
C -3.55 -0.11 -4.25
H -4.62 -0.71 -6.02
H -2.87 0.12 -7.57
H -0.80 1.16 -6.67
H -0.49 1.39 -4.22
H -2.26 0.59 -2.67
H -4.32 -0.46 -3.56
C -8.78 3.68 9.01
C -7.51 3.72 8.45
C -7.28 4.46 7.29
C -8.33 5.16 6.69
C -9.61 5.11 7.25
C -9.84 4.37 8.41
H -8.96 3.11 9.92
H -6.69 3.18 8.91
H -6.29 4.50 6.85
H -8.16 5.74 5.78
H -10.43 5.64 6.78
H -10.83 4.33 8.84
C -6.79 -4.45 -8.34
C -5.80 -3.99 -9.21
C -4.64 -3.40 -8.71
C -4.47 -3.27 -7.33
C -5.46 -3.72 -6.46
C -6.62 -4.31 -6.96
H -7.69 -4.91 -8.73
H -5.94 -4.09 -10.29
H -3.87 -3.05 -9.39
H -3.56 -2.82 -6.94
H -5.33 -3.61 -5.39
H -7.39 -4.66 -6.28
C 7.94 -8.21 1.14
C 8.29 -9.55 1.00
C 8.51 -10.34 2.13
C 8.39 -9.78 3.40
C 8.05 -8.43 3.54
C 7.83 -7.65 2.41
H 7.77 -7.60 0.26
H 8.39 -9.99 0.01
H 8.78 -11.38 2.02
H 8.56 -10.39 4.28
H 7.96 -7.99 4.53
H 7.56 -6.60 2.52
*
```

Mulliken atomic charge list, values in e, 8 entries: -0.879 -0.097 -0.109 -0.642 0.505 0.013 -0.631 -0.162


Record 4
The following is a quantum chemistry calculation of C48H57BaN2O3P2S4Se2 as an isolated structure at a distorted geometry, from the Open Molecules 2025 dataset.

Calculated values
- ΔE to the lowest compared entry with this formula, charge and spin (kJ/mol) = 65.9
- highest occupied orbital energy (eV) = -10.0
- frontier orbital gap (eV) = 8.353
- lowest unoccupied orbital energy (eV) = -1.676

```
! wB97M-V def2-TZVPD RIJCOSX def2/J DEFGRID3
* xyz 1 1
Ba 0.22 0.44 -0.08
C -7.57 3.82 -3.82
S -7.58 2.96 -2.24
C -7.11 1.30 -2.80
C -5.60 1.08 -2.90
C -4.93 1.16 -1.54
N -3.49 0.83 -1.59
P -2.95 -0.72 -0.99
C -4.33 -1.83 -1.42
C -4.67 -2.21 -2.72
C -5.73 -3.07 -2.93
C -6.46 -3.56 -1.86
C -6.12 -3.20 -0.56
C -5.05 -2.34 -0.35
C -1.76 -1.23 -2.31
C -0.88 -2.28 -2.03
C -0.09 -2.80 -3.05
C -0.16 -2.26 -4.33
C -1.01 -1.20 -4.60
C -1.81 -0.68 -3.59
P -2.36 2.08 -1.56
C -2.75 3.22 -2.91
C -2.07 3.03 -4.11
C -2.32 3.84 -5.21
C -3.24 4.87 -5.10
C -3.92 5.07 -3.91
C -3.68 4.25 -2.82
C -2.70 3.07 -0.07
C -3.43 2.59 1.01
C -3.58 3.37 2.15
C -3.00 4.63 2.22
C -2.26 5.10 1.15
C -2.10 4.33 0.01
H -7.78 4.87 -3.63
H -8.34 3.42 -4.48
H -6.60 3.75 -4.31
H -7.59 1.12 -3.77
H -7.54 0.59 -2.10
H -5.15 1.81 -3.58
H -5.42 0.10 -3.34
H -5.44 0.48 -0.84
H -5.05 2.16 -1.13
H -4.10 -1.84 -3.56
H -6.00 -3.36 -3.94
H -7.29 -4.24 -2.03
H -6.68 -3.59 0.28
H -4.78 -2.06 0.66
H -0.83 -2.70 -1.03
H 0.57 -3.63 -2.85
H 0.46 -2.68 -5.12
H -1.06 -0.79 -5.60
H -2.49 0.13 -3.79
H -1.32 2.24 -4.17
H -1.78 3.68 -6.13
H -3.44 5.52 -5.95
H -4.64 5.88 -3.83
H -4.22 4.41 -1.89
H -3.85 1.60 0.98
H -4.15 2.98 2.99
H -3.12 5.23 3.11
H -1.79 6.08 1.21
H -1.52 4.72 -0.81
C 1.52 -5.58 -0.79
Se 2.05 -3.74 -0.48
C 2.51 -3.95 1.40
C 1.30 -4.07 2.32
Se 0.36 -2.36 2.50
C -1.47 -2.95 2.32
H 2.24 -6.25 -0.33
H 1.53 -5.77 -1.86
H 0.53 -5.78 -0.40
H 3.12 -3.09 1.69
H 3.14 -4.83 1.48
H 1.65 -4.37 3.31
H 0.62 -4.84 1.97
H -1.72 -3.68 3.09
H -1.65 -3.38 1.33
H -2.07 -2.05 2.45
O 2.61 0.06 0.62
S 4.01 -0.11 1.12
C 4.99 -0.75 -0.31
C 5.38 0.23 -1.41
C 4.24 0.98 -2.10
C 3.55 0.14 -3.16
S 1.92 0.79 -3.65
O 1.14 0.66 -2.39
C 2.30 2.55 -3.79
C 1.81 3.44 -2.85
C 2.09 4.79 -3.00
C 2.85 5.23 -4.06
C 3.33 4.33 -5.01
C 3.05 2.98 -4.87
C 4.70 1.54 1.27
C 3.88 2.65 1.13
C 4.43 3.91 1.30
C 5.77 4.06 1.60
C 6.58 2.94 1.76
C 6.05 1.67 1.60
H 4.38 -1.59 -0.65
H 5.89 -1.18 0.14
H 5.95 -0.34 -2.15
H 6.08 0.95 -0.99
H 4.66 1.87 -2.57
H 3.51 1.33 -1.37
H 3.29 -0.86 -2.80
H 4.16 0.01 -4.06
H 1.20 3.08 -2.03
H 1.70 5.49 -2.27
H 3.07 6.28 -4.17
H 3.91 4.68 -5.84
H 3.40 2.27 -5.62
H 2.82 2.52 0.93
H 3.79 4.78 1.20
H 6.19 5.05 1.73
H 7.62 3.06 2.01
H 6.67 0.80 1.74
O 0.53 2.46 1.39
S -0.20 1.83 2.58
N -0.96 0.60 2.37
*
```

Mulliken atomic charge list, values in e, 8 entries: 1.194 -0.825 -0.090 -1.272 0.116 -1.450 0.837 1.053


Number 1: energy -7806.2554 hartree. Number 2: energy -4213.0140 hartree. Number 3: energy -5873.1537 hartree. Number 4: energy -9302.2011 hartree.